Record 1
Computed, not measured: C31H50CeCl2NOP as an isolated structure at a distorted geometry, with wB97M-V/def2-TZVPD.

Structure (XYZ):
```
87
Properties=species:S:1:pos:R:3:lowdin_charge:R:1
P -2.05563 2.72557 0.10885 1.068
C -1.04967 3.73508 -0.98563 -0.463
C -1.99976 4.81552 -1.51424 -0.237
C -1.28855 5.62719 -2.59130 -0.209
C 0.08211 6.13787 -2.11710 -0.199
C 1.00420 5.05915 -1.51365 -0.202
C 0.29693 4.24743 -0.43023 -0.199
C -1.91217 3.03461 1.88140 -0.468
C -2.72818 4.30823 2.04872 -0.249
C -2.98446 4.52254 3.54003 -0.210
C -1.68390 4.46797 4.35749 -0.197
C -0.76432 3.25669 4.05974 -0.195
C -0.52757 3.07385 2.55945 -0.194
C -3.67147 2.10970 -0.52788 -0.452
C -3.38108 1.45616 -1.89918 -0.237
C -4.67283 0.87743 -2.48069 -0.204
C -5.38372 -0.10270 -1.53722 -0.204
C -5.50109 0.43317 -0.10351 -0.204
C -4.18521 1.00697 0.42274 -0.237
H -0.77364 3.05692 -1.82362 0.114
H -2.32764 5.46806 -0.69317 0.108
H -2.90578 4.36348 -1.94564 0.097
H -1.92921 6.45953 -2.90425 0.105
H -1.16304 4.98298 -3.46965 0.111
H 0.59678 6.64947 -2.93988 0.104
H -0.09772 6.88139 -1.32934 0.111
H 1.34206 4.36539 -2.29467 0.111
H 1.91052 5.52540 -1.10531 0.108
H 0.91097 3.38342 -0.12749 0.105
H 0.14468 4.87811 0.45624 0.101
H -2.41830 2.17901 2.37134 0.084
H -3.67340 3.73670 3.87665 0.111
H -3.69562 4.25101 1.52825 0.103
H -2.18709 5.17191 1.63263 0.109
H -3.49892 5.47994 3.68937 0.104
H -1.91884 4.49922 5.43105 0.104
H -1.10682 5.37425 4.12152 0.109
H 0.18828 3.38301 4.59579 0.109
H -1.21752 2.33698 4.45666 0.109
H -0.00109 2.13531 2.34315 0.083
H 0.09559 3.89246 2.18217 0.095
H -4.46239 2.89818 -0.64726 0.120
H -2.93896 2.16718 -2.61112 0.101
H -2.61805 0.66965 -1.74888 0.057
H -5.33970 1.73039 -2.65839 0.109
H -4.48371 0.41152 -3.45439 0.107
H -4.84023 -1.05780 -1.52450 0.109
H -6.38743 -0.31237 -1.92846 0.103
H -5.87977 -0.34403 0.56994 0.108
H -6.22893 1.25306 -0.08967 0.109
H -4.31614 1.36303 1.45322 0.104
H -3.41381 0.21761 0.47881 0.065
Ce 0.17241 -1.42553 0.71007 0.444
Cl -1.62593 -0.64688 2.42381 0.024
Cl -0.13341 -0.53860 -1.70309 0.039
C 1.54391 0.30378 0.82193 -0.303
H 1.42860 0.94491 -0.08428 0.009
C 2.49686 0.71627 1.81209 -0.330
C 2.27368 0.32947 3.17609 -0.069
C 3.25545 0.49973 4.13634 -0.103
C 4.46374 1.14494 3.82161 -0.110
C 4.65677 1.62797 2.52222 -0.110
C 3.69362 1.45346 1.53006 -0.048
H 1.30086 -0.13178 3.44096 0.093
H 3.09385 0.12901 5.15170 0.100
H 5.58524 2.14911 2.27401 0.097
H 3.84018 1.82379 0.51424 0.104
H 5.23538 1.27887 4.58105 0.093
O 1.60149 -3.06358 0.71710 -0.241
C 2.19420 -3.85096 -0.14042 -0.352
C 2.21615 -5.30157 0.21489 -0.087
C 1.32064 -6.02878 -0.78883 -0.175
C 2.06095 -6.27939 -2.10738 -0.204
C 2.39327 -5.08246 -3.00040 -0.185
C 3.33536 -4.05812 -2.37689 -0.133
N 2.63399 -3.33727 -1.29053 0.141
H 3.23871 -5.71326 0.31342 0.145
H 1.74764 -5.34994 1.19871 0.127
H 1.00796 -6.99889 -0.37212 0.122
H 0.39149 -5.46095 -0.95959 0.129
H 3.00315 -6.78737 -1.85682 0.117
H 1.46775 -6.98086 -2.71173 0.116
H 2.87481 -5.46616 -3.91353 0.119
H 1.47456 -4.56955 -3.32933 0.127
H 4.22007 -4.53970 -1.94072 0.129
H 3.68343 -3.34735 -3.14043 0.134
H 2.43545 -2.34687 -1.44979 0.143
```

As for the energy relative to the best compared isomer or geometry (same formula, charge and spin): 166.3 kJ/mol. Its lowest unoccupied orbital energy (alpha / beta) is -0.192 / -0.193 eV. The charge is 0.

=====

Record 2
Computed, not measured: a 8-piece molecular cluster, C31H50Cl4F4N2O10S2 overall at a distorted geometry, with wB97M-V/def2-TZVPD.

Structure (XYZ):
```
103
Properties=species:S:1:pos:R:3:lowdin_charge:R:1
C 1.60270 12.46641 20.08248 -0.064
C 1.01789 11.22445 19.19496 -0.176
C 1.82780 9.94141 19.71287 -0.081
N 1.45157 8.59305 18.91975 -0.224
C 2.18740 7.50083 19.74912 -0.104
C 2.03175 6.16515 19.05572 -0.175
C 2.43112 6.17010 17.57336 -0.168
C 1.71982 7.32407 16.73837 -0.146
C 1.99614 8.66882 17.44939 -0.065
C -0.07403 8.30625 18.95639 0.044
H 2.64388 12.61013 19.79371 0.070
H 1.55868 12.39468 21.16922 0.079
H 1.02607 13.31547 19.71547 0.068
H 1.26102 11.39138 18.14563 0.089
H -0.07179 11.22678 19.22182 0.092
H 1.73132 9.77610 20.78593 0.129
H 2.89899 10.11074 19.60353 0.123
H 3.22879 7.82116 19.78069 0.135
H 1.86492 7.45612 20.78937 0.139
H 2.54306 5.29471 19.46683 0.129
H 0.98601 5.85769 19.05298 0.104
H 3.50875 6.23874 17.42470 0.114
H 2.13910 5.21995 17.12611 0.112
H 2.01720 7.34001 15.68985 0.115
H 0.70516 6.97252 16.55133 0.107
H 3.03543 8.94333 17.63007 0.137
H 1.44365 9.45762 16.93887 0.121
H -0.28127 7.32610 18.52691 0.087
H -0.55676 9.18788 18.53474 0.096
H -0.29934 8.19706 20.01725 0.113
N 5.21052 9.84553 25.34650 -0.269
S 5.17393 11.07157 26.15223 0.390
O 5.92906 11.10409 27.40385 -0.299
O 4.02248 11.93601 26.06915 -0.302
F 6.06333 11.85987 24.97957 -0.273
S 4.10793 9.04265 26.37745 0.575
O 2.70793 9.39370 26.15116 -0.312
O 4.43049 8.72218 27.77086 -0.292
F 4.22126 7.58321 25.73254 -0.219
C 10.28443 7.28404 26.85552 -0.988
Cl 11.65304 6.67807 25.82200 0.439
Cl 10.64600 7.14014 28.58066 0.496
H 10.20974 8.35343 26.65825 0.019
H 9.33309 6.80065 26.63325 0.032
C 8.80074 6.69840 20.92009 -0.914
Cl 8.57759 7.26404 19.17686 0.406
Cl 8.37604 4.94178 21.02138 0.455
H 9.84110 6.89755 21.17718 0.029
H 8.09531 7.24054 21.54980 0.023
C 6.06131 0.89454 28.25481 -0.046
C 6.94632 0.58744 27.00101 -0.174
O 8.35111 0.49860 27.36576 0.023
C 8.76470 -0.59079 27.97796 -0.479
O 8.02466 -1.62048 28.20989 0.039
O 9.98533 -0.24661 28.58286 -0.028
C 10.76660 -1.37090 28.97650 -0.065
H 6.24931 1.90383 28.62099 0.077
H 6.25377 0.12962 29.00711 0.071
H 5.01911 0.86981 27.93652 0.074
H 6.83199 1.41001 26.29505 0.115
H 6.68231 -0.30199 26.42889 0.117
H 10.09760 -2.06625 29.48348 0.091
H 11.38608 -0.95444 29.77081 0.089
H 11.48233 -1.77549 28.26085 0.094
C 11.09454 12.91867 32.63900 -0.062
C 9.63155 13.02515 33.01665 -0.204
O 9.60349 13.13418 34.42200 0.021
C 9.94965 14.20532 35.10481 -0.636
O 10.57065 15.12137 34.61456 0.113
O 9.81550 14.04006 36.38730 0.019
C 9.98886 15.12337 37.31062 -0.028
H 11.45415 12.03449 33.16529 0.087
H 11.79351 13.75487 32.65660 0.080
H 11.05123 12.65338 31.58266 0.073
H 9.04351 12.15888 32.71353 0.127
H 9.01400 13.84481 32.64938 0.129
H 10.97161 15.59162 37.25555 0.094
H 9.68515 14.87813 38.32832 0.093
H 9.30973 15.92432 37.01845 0.093
F -2.77673 17.78387 28.97989 0.106
C -2.37750 16.70239 28.37935 -0.320
C -2.49941 16.64100 26.96100 -0.016
C -2.22328 15.48503 26.31656 -0.098
C -1.68861 14.39789 27.00991 -0.099
C -1.58179 14.44324 28.36275 -0.090
C -1.91491 15.60520 29.01581 -0.035
H -2.80288 17.56005 26.48180 0.112
H -2.19625 15.44887 25.23751 0.102
H -1.31595 13.51398 26.51369 0.104
H -1.01287 13.66238 28.84543 0.114
H -1.87307 15.68528 30.09203 0.120
F 16.36351 10.27669 22.17316 0.078
C 15.23906 10.73240 22.70623 -0.317
C 14.01061 10.45773 22.03335 0.031
C 12.82303 10.98907 22.66569 -0.075
C 12.89661 11.71505 23.82299 -0.113
C 14.14018 11.98677 24.36851 -0.090
C 15.25215 11.40233 23.86545 -0.050
H 14.11909 9.87098 21.13315 0.102
H 11.82837 11.04719 22.24895 0.096
H 12.11724 12.25110 24.34417 0.106
H 14.10123 12.69812 25.18022 0.110
H 16.22911 11.60190 24.28035 0.124
```

Its lowest unoccupied orbital energy is -0.909 eV. The charge is 0.

=====

Record 3
Computed, not measured: C31H50ClPPt as an isolated structure at a distorted geometry, with wB97M-V/def2-TZVPD.

Structure (XYZ):
```
84
Properties=species:S:1:pos:R:3:lowdin_spin:R:1
Pt 0.00000 0.00000 0.00000 1.020
Cl 1.01270 -0.44400 2.05870 0.576
P 0.09600 0.60300 -2.27560 0.147
C -1.69790 0.65880 0.13800 0.813
H -2.62780 0.08170 0.10470 0.076
H -1.82110 1.72650 0.35700 0.057
C 1.92010 0.85000 -2.53130 0.032
C -0.73930 2.25030 -2.51590 0.012
C 2.46300 0.95950 -3.96480 0.007
H 2.07440 1.80710 -2.01200 0.000
C 3.95930 1.30960 -3.93850 0.003
H 2.33330 0.00090 -4.48330 0.000
H 1.91210 1.71170 -4.53570 0.000
C 4.75970 0.27180 -3.14190 0.002
H 4.33940 1.38120 -4.96470 0.000
H 4.08630 2.29950 -3.47920 0.000
C 4.20570 0.12210 -1.71970 0.004
H 4.70430 -0.69800 -3.65750 0.000
H 5.81870 0.55310 -3.10810 0.000
C 2.70910 -0.21220 -1.73810 0.041
H 4.75150 -0.65510 -1.17270 0.000
H 4.34470 1.06090 -1.16780 0.000
H 2.55290 -1.20400 -2.18300 0.000
H 2.35140 -0.25930 -0.69650 0.026
C -0.59040 -0.49250 -3.62760 0.026
C -2.25920 2.10790 -2.70830 0.023
H -0.57390 2.68990 -1.52390 0.002
C -2.93600 3.47960 -2.57950 0.002
H -2.49210 1.68690 -3.69410 0.001
H -2.66710 1.41550 -1.96070 0.016
C -2.33900 4.48050 -3.57720 0.001
H -4.01640 3.37850 -2.73750 0.000
H -2.79210 3.85430 -1.55720 0.000
C -0.82090 4.60040 -3.39580 0.001
H -2.55740 4.14380 -4.60130 0.000
H -2.81280 5.46200 -3.45830 0.000
C -0.12500 3.23550 -3.52520 0.003
H -0.40190 5.29910 -4.12980 0.000
H -0.60580 5.01150 -2.40030 0.000
H -0.22760 2.87140 -4.55430 0.000
H 0.94470 3.35380 -3.32560 0.000
C 0.09850 -1.86630 -3.72710 0.002
H -1.62730 -0.66040 -3.29440 0.000
C -0.65240 -2.79240 -4.69470 0.000
H 1.12720 -1.72670 -4.08260 0.000
H 0.15950 -2.34270 -2.74880 0.001
C -0.78380 -2.16580 -6.08660 0.000
H -0.13610 -3.75770 -4.75460 0.000
H -1.65400 -2.99220 -4.28790 0.000
C -1.43090 -0.77970 -5.99810 0.003
H 0.21540 -2.06850 -6.53480 0.000
H -1.36620 -2.81920 -6.74660 0.000
C -0.66110 0.13740 -5.03560 0.009
H -1.47650 -0.31370 -6.98970 0.001
H -2.46730 -0.88140 -5.64540 0.000
H 0.35290 0.29030 -5.41850 0.000
H -1.14090 1.11650 -5.00330 0.000
C 0.09400 -2.43280 -0.25100 0.196
C -1.21800 -2.06110 -0.46570 0.049
H 0.81100 -2.33920 -1.06290 0.017
C -2.30440 -2.45360 0.50240 0.011
H -1.53680 -1.76580 -1.46080 0.005
C -1.74580 -2.82940 1.87720 0.003
H -3.05400 -1.65770 0.59150 0.004
H -2.84180 -3.31240 0.06820 0.003
C -0.63860 -3.87600 1.71610 0.002
H -1.33520 -1.93480 2.35880 0.003
H -2.55100 -3.21500 2.51250 0.000
C 0.53200 -3.33080 0.87970 0.034
H -0.26820 -4.19920 2.69460 0.000
H -1.06160 -4.76310 1.22430 0.001
H 1.23920 -2.79690 1.52090 0.013
H 1.08640 -4.16270 0.42250 0.006
C 1.07070 4.44030 2.18840 0.097
C 0.04280 3.61880 2.62610 0.002
C -0.20250 2.40980 1.97660 0.139
C 0.54970 1.97670 0.84520 0.362
C 1.63220 2.80870 0.47860 0.092
C 1.87120 4.02970 1.12690 0.029
H 1.26390 5.37970 2.69110 0.005
H -0.56440 3.91260 3.47370 -0.001
H -0.99970 1.79430 2.37470 0.012
H 2.33260 2.56420 -0.26340 0.005
H 2.69510 4.65690 0.81180 0.001
```

The spin multiplicity is 5. As for the energy relative to the best compared isomer or geometry (same formula, charge and spin): 0.0 kJ/mol. Its lowest unoccupied orbital energy (alpha / beta) is 0.637 / -3.168 eV. The charge is 0.

=====

- Look up the charge of the third one.
  0